Record 1
104
Properties=species:S:1:pos:R:3:forces:R:3:mulliken_spin:R:1 method="wB97M-V/def2-TZVPD" multiplicity=5 homo_energy_ev="-9.30 / -9.35" total_charge=+1 de_lowest_ev=0.025
Cr -0.643 0.798 -0.547 0.491 0.264 -0.143 3.861
C -3.725 0.540 0.986 0.169 0.162 -0.106 0.055
C -3.272 0.942 2.372 0.197 0.086 0.039 0.025
C -1.796 0.954 2.735 -0.063 -0.010 -0.030 0.047
C -1.527 1.065 4.103 -0.170 -0.012 0.041 -0.001
C -0.231 1.124 4.562 -0.041 0.039 0.232 0.003
C 0.791 1.048 3.634 0.183 0.054 -0.022 -0.002
C 0.453 0.927 2.306 -0.171 0.044 -0.060 0.025
N -0.809 0.894 1.828 0.030 -0.021 0.251 -0.091
N -3.127 1.302 -0.121 -0.117 0.003 -0.150 -0.071
C -3.570 0.708 -1.395 0.119 -0.221 0.307 -0.031
C -2.996 -0.689 -1.512 0.010 0.230 0.085 0.053
C -3.687 -1.718 -2.122 -0.170 0.097 -0.082 0.010
C -3.149 -2.991 -2.116 -0.154 -0.194 -0.048 0.010
C -1.936 -3.200 -1.486 0.090 -0.107 0.188 0.014
C -1.291 -2.115 -0.929 0.061 0.068 0.074 0.110
N -1.796 -0.877 -0.940 -0.462 -0.587 -0.056 -0.120
C -3.458 2.718 -0.045 0.143 -0.028 -0.240 0.016
C -2.591 3.590 -0.939 -0.149 -0.188 0.088 0.071
C -2.893 4.940 -1.096 -0.167 0.011 0.090 0.007
C -2.089 5.716 -1.904 -0.033 0.152 -0.026 0.001
C -1.004 5.124 -2.537 0.080 -0.005 -0.075 0.004
C -0.778 3.780 -2.319 0.027 -0.152 -0.015 0.037
N -1.551 3.020 -1.532 0.172 0.078 -0.094 -0.053
H -4.821 0.625 0.951 -0.034 -0.010 0.010 0.001
H -3.488 -0.510 0.841 0.049 -0.083 -0.081 -0.016
H -3.754 0.246 3.058 -0.057 -0.015 0.075 0.000
H -3.676 1.919 2.640 -0.022 0.070 0.032 0.000
H -2.362 1.104 4.796 0.098 0.003 -0.070 0.000
H -0.022 1.209 5.624 -0.033 0.001 -0.117 0.000
H 1.837 1.067 3.924 -0.133 -0.013 -0.037 -0.002
H 1.231 0.832 1.572 0.088 0.061 -0.140 -0.033
H -3.225 1.323 -2.222 0.095 0.046 -0.066 -0.012
H -4.665 0.654 -1.447 -0.052 0.007 -0.015 0.004
H -4.644 -1.514 -2.592 0.089 -0.038 0.041 0.000
H -3.674 -3.811 -2.594 0.045 0.082 0.040 0.000
H -1.479 -4.182 -1.441 -0.043 0.098 -0.010 -0.001
H -0.313 -2.217 -0.473 -0.098 0.028 -0.026 -0.063
H -3.310 3.056 0.978 0.017 0.034 0.099 -0.010
H -4.515 2.897 -0.286 -0.078 0.039 -0.005 -0.001
H -3.757 5.362 -0.594 0.063 -0.022 -0.041 0.000
H -2.309 6.768 -2.051 0.022 -0.070 0.018 0.000
H -0.353 5.687 -3.195 -0.063 -0.042 0.051 0.000
H 0.055 3.272 -2.798 -0.078 0.020 0.070 -0.012
C 3.367 4.816 -0.309 -0.235 -0.071 0.059 -0.001
N 2.112 4.086 -0.082 0.125 0.313 -0.003 0.004
C 1.017 4.841 0.535 0.260 -0.047 -0.093 0.004
C 1.949 2.800 -0.417 0.264 0.132 -0.050 -0.006
C 3.097 2.028 -0.998 0.185 0.026 -0.010 0.012
O 0.864 2.240 -0.241 -0.591 -0.162 0.268 0.062
H 3.193 5.862 -0.075 -0.024 0.014 -0.001 0.000
H 3.687 4.754 -1.347 -0.023 -0.031 -0.046 0.000
H 4.168 4.456 0.334 0.017 -0.040 0.059 0.000
H 0.741 5.685 -0.097 0.015 0.009 -0.025 0.001
H 1.334 5.218 1.508 0.024 -0.003 0.007 0.000
H 0.158 4.198 0.662 -0.076 -0.116 0.001 0.005
H 4.065 2.506 -0.868 -0.067 -0.069 -0.011 0.001
H 2.920 1.865 -2.062 -0.026 0.030 0.013 0.001
H 3.105 1.046 -0.526 -0.016 -0.028 -0.005 -0.001
C 3.989 -3.589 3.308 0.106 0.111 -0.002 0.000
C 3.929 -2.449 2.288 0.036 0.078 0.243 0.004
C 4.407 -1.128 2.907 0.053 -0.127 0.044 0.001
Sb 1.981 -2.140 1.389 0.030 -0.013 -0.193 0.144
C 0.797 -3.301 2.767 -0.148 0.046 0.099 -0.003
C 0.570 -2.490 4.047 -0.110 -0.093 -0.025 0.000
C -0.530 -3.708 2.126 -0.019 -0.041 0.086 0.001
C 2.168 -3.609 -0.193 0.122 -0.069 -0.064 -0.008
C 3.113 -3.046 -1.262 -0.010 -0.108 -0.033 0.001
C 2.614 -4.989 0.288 0.029 0.009 -0.147 -0.002
H 5.018 -3.717 3.664 -0.077 0.015 -0.020 0.000
H 3.664 -4.546 2.898 0.019 0.063 -0.009 0.000
H 3.371 -3.377 4.186 0.051 -0.005 -0.081 0.000
H 4.573 -2.691 1.439 0.041 -0.019 0.004 0.000
H 3.755 -0.819 3.733 0.054 -0.045 -0.070 0.000
H 4.426 -0.313 2.178 -0.016 -0.054 0.010 0.001
H 5.419 -1.233 3.316 -0.087 0.007 -0.027 0.000
H 1.377 -4.196 2.996 -0.025 -0.006 0.037 0.001
H -0.048 -1.608 3.841 0.059 -0.124 0.013 0.001
H 1.503 -2.138 4.500 -0.072 -0.041 -0.069 0.000
H 0.046 -3.091 4.801 0.040 0.054 -0.072 0.000
H -1.135 -2.827 1.879 0.054 -0.057 0.012 -0.001
H -1.120 -4.323 2.818 0.055 0.067 -0.074 0.000
H -0.391 -4.291 1.208 0.005 0.069 0.114 0.000
H 1.166 -3.690 -0.629 0.068 -0.046 0.020 -0.003
H 4.133 -2.941 -0.874 -0.116 -0.016 -0.034 0.000
H 2.792 -2.063 -1.623 -0.004 -0.082 0.039 -0.004
H 3.165 -3.715 -2.130 0.011 0.064 0.110 0.000
H 3.643 -4.963 0.660 -0.093 0.016 -0.030 0.000
H 2.589 -5.710 -0.538 0.020 0.064 0.069 0.000
H 1.979 -5.384 1.085 0.009 0.033 -0.038 0.000
Cl -3.350 -2.080 -6.596 0.057 0.034 0.090 -0.001
C -2.251 -1.401 -5.424 -0.004 -0.011 -0.021 -0.011
C -1.357 -2.218 -4.758 0.156 -0.021 0.012 0.006
C -0.490 -1.670 -3.818 0.102 -0.145 -0.152 -0.008
C -0.493 -0.310 -3.501 -0.027 0.199 0.256 -0.097
C 0.353 0.249 -2.399 -0.233 -0.015 -0.321 0.098
C -1.408 0.486 -4.211 -0.033 0.018 -0.043 0.026
C -2.272 -0.040 -5.164 0.074 0.180 0.084 0.012
H -1.336 -3.280 -4.979 0.019 0.069 0.021 0.001
H 0.217 -2.326 -3.312 -0.078 0.083 -0.105 -0.003
H 0.813 1.186 -2.733 0.035 -0.034 -0.014 -0.015
H 1.163 -0.455 -2.164 -0.021 0.101 -0.002 -0.039
H -1.449 1.554 -4.004 0.017 -0.073 -0.025 -0.017
H -2.962 0.601 -5.704 0.072 -0.050 0.068 0.000

Record 2
69
Properties=species:S:1:pos:R:3:forces:R:3:nbo_charge:R:1 method="wB97M-V/def2-TZVPD" homo_energy_ev=-10.26 total_charge=+1 de_lowest_ev=2.622
N -2.962 -2.733 4.537 2.077 -1.578 -1.577 -0.562
C -2.123 -3.545 3.940 -1.234 0.938 1.324 0.056
C -1.673 -3.307 2.432 -1.184 -1.897 0.248 -0.292
N -0.320 -2.685 2.302 -0.041 1.622 1.627 -0.676
C 0.022 -1.821 3.423 0.572 -0.534 0.466 0.759
N 0.820 -2.437 4.508 -1.041 0.539 -2.217 -0.826
N -0.295 -0.544 3.539 0.432 -1.806 -1.102 -0.467
C -1.112 0.153 2.496 -0.712 1.205 -0.376 -0.250
C -0.790 1.718 2.370 -1.354 0.406 -1.225 -0.530
C -1.987 2.546 3.041 -1.000 0.049 2.727 0.775
O -2.356 2.247 4.182 1.258 0.715 -3.055 -0.549
O -2.631 3.619 2.380 1.498 -2.876 -0.126 -0.656
H -3.137 -3.056 5.501 0.026 0.117 -0.480 0.362
H -1.770 -4.453 4.550 -0.084 1.052 -1.398 0.189
H -1.596 -4.351 1.958 -0.112 1.532 0.615 0.240
H -2.505 -2.765 1.881 1.086 -0.289 0.862 0.230
H -0.167 -2.241 1.389 -0.235 -0.107 0.520 0.415
H 0.522 -3.432 4.531 0.241 0.735 0.026 0.398
H 1.771 -2.492 4.083 -0.509 0.125 0.547 0.411
H 0.019 -0.053 4.394 -0.344 -0.300 -0.596 0.468
H -0.967 -0.294 1.458 0.039 0.280 1.696 0.229
H -2.203 0.039 2.799 1.394 0.003 -0.329 0.272
H -0.837 1.969 1.249 0.507 -0.379 1.574 0.241
H 0.217 2.031 2.783 -1.298 -0.331 -0.417 0.267
H -2.671 3.337 1.437 0.127 0.828 0.468 0.490
C 3.104 -5.558 -0.003 0.057 -0.011 -0.040 -0.617
C 2.669 -4.098 0.048 0.165 -0.121 -0.088 -0.213
N 3.774 -3.156 0.175 -0.049 0.369 0.330 -0.454
C 3.338 -1.800 0.496 0.104 -0.183 0.048 -0.196
C 2.492 -1.060 -0.541 -0.150 0.240 0.032 -0.639
C 4.823 -3.250 -0.838 0.188 -0.343 -0.035 -0.222
C 4.415 -3.081 -2.301 0.106 0.103 -0.182 -0.639
H 3.712 -5.819 0.866 0.009 0.072 -0.088 0.215
H 2.223 -6.206 -0.003 0.050 0.070 -0.024 0.214
H 3.672 -5.784 -0.907 -0.020 0.002 0.076 0.213
H 2.014 -3.990 0.921 0.070 0.238 0.021 0.179
H 2.053 -3.884 -0.835 -0.148 -0.049 -0.093 0.159
H 4.214 -1.189 0.738 0.030 -0.152 -0.099 0.206
H 2.763 -1.846 1.432 -0.040 -0.174 0.037 0.151
H 3.093 -0.714 -1.381 -0.102 -0.073 -0.019 0.223
H 2.048 -0.170 -0.082 0.044 0.015 -0.020 0.195
H 1.671 -1.671 -0.923 0.083 -0.028 -0.047 0.198
H 5.310 -4.224 -0.731 -0.153 0.025 0.074 0.201
H 5.614 -2.530 -0.606 -0.209 0.058 0.151 0.203
H 3.505 -3.630 -2.550 0.010 0.004 0.033 0.203
H 5.210 -3.463 -2.947 -0.061 0.027 0.054 0.225
H 4.272 -2.032 -2.563 -0.092 -0.069 -0.043 0.201
C 0.283 4.013 -2.350 -0.009 0.056 -0.038 -0.616
C -1.045 3.361 -2.717 0.083 0.221 0.006 -0.213
N -2.208 4.028 -2.141 -0.284 -0.210 0.461 -0.466
C -3.440 3.250 -2.268 0.057 -0.087 0.071 -0.206
C -3.972 2.988 -3.676 -0.227 -0.110 -0.092 -0.637
C -2.342 5.455 -2.427 0.320 0.210 0.070 -0.221
C -2.412 5.883 -3.892 -0.127 0.192 -0.116 -0.639
H 0.399 4.088 -1.265 -0.062 0.064 -0.054 0.199
H 1.109 3.409 -2.734 -0.080 0.038 -0.005 0.214
H 0.382 5.011 -2.781 0.009 -0.051 0.070 0.213
H -1.011 2.332 -2.342 -0.270 0.009 -0.025 0.181
H -1.114 3.294 -3.809 0.074 -0.076 -0.106 0.169
H -4.230 3.727 -1.678 0.148 0.154 -0.049 0.195
H -3.277 2.280 -1.782 0.170 0.014 -0.042 0.171
H -4.435 3.875 -4.107 0.088 -0.035 -0.035 0.210
H -4.745 2.215 -3.636 0.053 0.050 0.002 0.215
H -3.195 2.631 -4.356 -0.024 0.055 0.047 0.207
H -1.498 5.975 -1.962 0.020 -0.151 -0.028 0.194
H -3.218 5.848 -1.902 -0.020 -0.267 0.002 0.201
H -1.676 5.371 -4.516 -0.015 -0.018 0.034 0.204
H -2.211 6.955 -3.969 -0.008 -0.077 0.015 0.220
H -3.402 5.716 -4.315 0.102 -0.053 -0.069 0.206